Entry 1:
Below is 2 unconnected molecules or ions with the total composition C4H7N3 at a distorted geometry, with properties calculated with wB97M-V/def2-TZVPD.

## Properties
* net charge: +2
* energy above the lowest of the compared OMol25 structures with the same formula, charge and spin: 177.4 kcal/mol
* 2S+1: 1
* largest force on an atom: 3.57 eV/A
* DFT total energy: -8703.0844 eV
* gap between HOMO and LUMO (alpha / beta): 0.1375 / 0.1239 hartree

The geometry in XYZ format:
```
14
C4H7N3 (wB97M-V/def2-TZVPD)
C -0.96 2.15 -0.25
C -1.11 -0.10 0.76
C 0.88 -1.10 -0.21
C 1.88 -2.08 -0.19
N -1.04 1.06 0.21
N -2.16 4.81 -0.90
N -0.19 -1.11 0.65
H -1.93 -0.41 1.44
H 0.84 -0.25 -0.91
H 2.24 -2.18 -1.13
H 1.86 -2.84 0.56
H 2.65 -1.53 0.42
H -2.38 5.42 -1.62
H -0.60 -1.86 1.16
```

How positive or negative is each atom? The Löwdin charges in e answer that:
1 C 0.32
2 C 0.06
3 C 0.11
4 C 0.08
5 N 0.11
6 N 0.18
7 N 0.19
8 H 0.21
9 H 0.18
10 H 0.11
11 H 0.14
12 H 0.21
13 H -0.10
14 H 0.19


Entry 2:
Below is 2 unconnected molecules or ions with the total composition C3H4Cl2 at a distorted geometry, with properties calculated with wB97M-V/def2-TZVPD.

## Properties
* net charge: 0
* energy above the lowest of the compared OMol25 structures with the same formula, charge and spin: 91.0 kcal/mol
* 2S+1: 1
* largest force on an atom: 3.67 eV/A
* DFT total energy: -28216.2119 eV
* gap between HOMO and LUMO: 0.2840 hartree

The geometry in XYZ format:
```
9
C3H4Cl2 (wB97M-V/def2-TZVPD)
C -1.01 -0.09 0.69
C -0.35 0.78 -0.01
C 1.32 -0.18 -1.02
Cl 2.26 -0.35 0.38
Cl 0.91 -1.74 -1.70
H -0.93 -0.24 1.79
H -1.76 -0.79 0.29
H -0.63 1.12 -0.96
H 0.19 1.48 0.55
```

How positive or negative is each atom? The Löwdin charges in e answer that:
1 C -0.07
2 C -0.26
3 C -0.95
4 Cl 0.54
5 Cl 0.48
6 H 0.08
7 H 0.07
8 H 0.06
9 H 0.06


Entry 3:
Below is C2H3N5O in the gas phase at a distorted geometry, with properties calculated with wB97M-V/def2-TZVPD.

## Properties
* net charge: 0
* energy above the lowest of the compared OMol25 structures with the same formula, charge and spin: 94.6 kcal/mol
* 2S+1: 1
* largest force on an atom: 7.51 eV/A
* DFT total energy: -11616.7284 eV
* gap between HOMO and LUMO: 0.3520 hartree

The geometry in XYZ format:
```
11
C2H3N5O (wB97M-V/def2-TZVPD)
C 0.29 -0.66 -0.03
C 0.22 0.74 -0.03
H 2.33 -0.18 0.39
H 1.67 -2.06 -0.02
H -1.25 2.19 0.30
N 1.60 -0.94 0.14
N -0.73 -1.39 -0.31
N -1.97 -0.73 -0.21
N -2.23 0.36 0.15
N -1.10 1.16 -0.04
O 1.17 1.51 -0.34
```

How positive or negative is each atom? The Löwdin charges in e answer that:
1 C -0.41
2 C -0.43
3 H 0.16
4 H 0.19
5 H 0.20
6 N 0.13
7 N 0.12
8 N -0.08
9 N 0.01
10 N 0.07
11 O 0.04


Entry 4:
Below is a molecular structure, C17H19N3O2S at a distorted geometry, with properties calculated with wB97M-V/def2-TZVPD.

## Properties
* net charge: 0
* energy above the lowest of the compared OMol25 structures with the same formula, charge and spin: 427.2 kcal/mol
* 2S+1: 1
* largest force on an atom: 16.98 eV/A
* DFT total energy: -37321.2336 eV
* gap between HOMO and LUMO: 0.2876 hartree

The geometry in XYZ format:
```
42
C17H19N3O2S (wB97M-V/def2-TZVPD)
C 1.75 -3.13 -2.17
C 2.48 -2.48 -1.04
H 2.21 -2.93 -0.16
H 3.47 -2.51 -1.15
C 1.89 -1.19 -1.02
N 0.40 -1.00 -0.55
C -0.60 -0.79 -1.37
C -1.77 -0.66 -1.07
C -1.60 -0.94 0.34
C -2.37 -1.15 1.52
C -1.91 -1.16 2.78
C -0.57 -1.39 2.82
C 0.42 -1.54 1.75
C -0.13 -1.01 0.65
H 1.45 -1.47 1.87
H -0.14 -1.71 4.04
H -2.46 -1.64 3.68
H -3.51 -1.07 1.49
S -3.15 -0.17 -1.83
C -3.77 1.30 -0.73
C -2.60 1.88 -0.26
O -2.62 2.19 1.17
N -1.54 2.30 -0.98
C -0.29 2.42 -0.49
N 0.72 2.53 -1.81
O 1.99 2.54 -0.92
C 1.67 2.43 0.41
C 0.36 2.69 0.60
H -0.30 2.53 1.67
C 2.85 2.75 1.40
H 3.02 3.96 1.44
H 2.57 2.30 2.16
H 3.74 2.38 0.91
H -1.68 1.86 -2.04
H -4.21 1.85 -1.59
H -4.45 1.20 -0.06
H -0.23 -0.47 -2.73
H 2.40 -0.52 0.22
H 2.06 -0.41 -1.77
H 1.93 -4.03 -2.25
H 0.69 -3.22 -2.01
H 1.83 -2.52 -2.92
```

How positive or negative is each atom? The Löwdin charges in e answer that:
1 C -0.04
2 C -0.23
3 H 0.09
4 H 0.09
5 C -0.09
6 N -0.01
7 C -0.25
8 C -0.66
9 C -0.10
10 C -0.07
11 C -0.16
12 C -0.11
13 C -0.01
14 C -0.24
15 H 0.07
16 H 0.17
17 H 0.14
18 H 0.14
19 S 1.01
20 C -0.27
21 C -0.41
22 O -0.11
23 N 0.10
24 C -0.25
25 N 0.14
26 O -0.11
27 C -0.29
28 C -0.04
29 H 0.20
30 C 0.03
31 H 0.16
32 H -0.03
33 H 0.07
34 H 0.21
35 H 0.11
36 H 0.03
37 H 0.24
38 H 0.21
39 H 0.11
40 H 0.00
41 H 0.10
42 H 0.04


Entry 5:
Below is 2 unconnected molecules or ions with the total composition C8H18N2 at a distorted geometry, with properties calculated with wB97M-V/def2-TZVPD.

## Properties
* net charge: 0
* energy above the lowest of the compared OMol25 structures with the same formula, charge and spin: 65.7 kcal/mol
* 2S+1: 1
* largest force on an atom: 1.27 eV/A
* DFT total energy: -11565.5515 eV
* gap between HOMO and LUMO: 0.3662 hartree

The geometry in XYZ format:
```
28
C8H18N2 (wB97M-V/def2-TZVPD)
C 4.29 1.24 0.10
C 3.49 -0.96 0.75
C 3.38 -0.89 -0.71
C -4.15 -1.20 0.38
C -2.73 0.72 0.44
C -1.93 1.71 -0.30
C -1.27 0.46 0.22
C -0.84 -0.66 -0.70
H 4.73 1.76 -0.76
H 3.21 1.53 0.17
H 4.79 1.61 1.02
H 2.77 -0.40 1.37
H 3.94 -1.85 1.23
H 2.59 -0.29 -1.14
H 3.72 -1.74 -1.29
H -4.43 -0.95 1.41
H -3.35 -1.96 0.39
H -5.03 -1.63 -0.16
H -4.44 0.57 -0.59
H -3.01 0.93 1.48
H -2.12 1.78 -1.39
H -1.62 2.65 0.19
H -0.61 0.65 1.05
H -0.50 -1.54 -0.13
H 0.01 -0.36 -1.33
H -1.68 -0.98 -1.31
N 4.46 -0.18 -0.01
N -3.67 -0.04 -0.35
```

How positive or negative is each atom? The Löwdin charges in e answer that:
1 C -0.13
2 C -0.17
3 C -0.16
4 C -0.13
5 C -0.35
6 C -0.08
7 C -0.29
8 C -0.08
9 H 0.08
10 H 0.08
11 H 0.09
12 H 0.10
13 H 0.11
14 H 0.09
15 H 0.10
16 H 0.07
17 H 0.08
18 H 0.09
19 H 0.11
20 H 0.14
21 H 0.12
22 H 0.11
23 H 0.12
24 H 0.07
25 H 0.07
26 H 0.06
27 N -0.18
28 N -0.10


Entry 6:
Below is 7 unconnected molecules or ions with the total composition C7H13Cl15 at a distorted geometry, with properties calculated with wB97M-V/def2-TZVPD.

## Properties
* net charge: 0
* energy above the lowest of the compared OMol25 structures with the same formula, charge and spin: 20.6 kcal/mol
* 2S+1: 1
* largest force on an atom: 1.21 eV/A
* DFT total energy: -195305.5985 eV
* gap between HOMO and LUMO: 0.4096 hartree

The geometry in XYZ format:
```
35
C7H13Cl15 (wB97M-V/def2-TZVPD)
C 4.45 0.89 -0.51
Cl 6.22 0.72 -0.57
Cl 3.88 2.37 0.23
Cl 3.70 -0.54 0.28
H 4.05 0.83 -1.52
C -0.12 -5.91 3.59
Cl -0.28 -5.17 5.19
Cl -0.07 -4.67 2.34
H 0.77 -6.53 3.66
H -0.96 -6.60 3.51
C 2.64 2.80 -5.50
Cl 3.74 3.80 -4.57
Cl 0.94 3.26 -5.21
H 2.85 3.07 -6.54
H 2.80 1.75 -5.26
C -2.62 -0.66 5.51
Cl -3.80 0.34 6.35
Cl -2.93 -0.82 3.78
H -1.70 -0.08 5.60
H -2.59 -1.64 5.98
C -0.76 0.18 -0.70
Cl -2.45 0.64 -1.08
Cl 0.16 -0.07 -2.22
H -0.33 1.05 -0.20
H -0.69 -0.67 -0.01
C 0.77 6.82 -1.67
Cl 2.48 7.11 -1.23
Cl 0.02 5.35 -0.98
H 0.10 7.66 -1.45
H 0.81 6.61 -2.74
C -4.15 -4.40 -0.71
Cl -3.78 -3.82 -2.35
Cl -5.81 -4.83 -0.49
H -3.52 -5.25 -0.43
H -3.85 -3.58 -0.05
```

How positive or negative is each atom? The Löwdin charges in e answer that:
1 C -1.55
2 Cl 0.52
3 Cl 0.53
4 Cl 0.48
5 H 0.00
6 C -1.04
7 Cl 0.48
8 Cl 0.50
9 H 0.03
10 H 0.03
11 C -1.02
12 Cl 0.49
13 Cl 0.48
14 H 0.02
15 H 0.03
16 C -1.04
17 Cl 0.50
18 Cl 0.50
19 H 0.02
20 H 0.03
21 C -0.98
22 Cl 0.48
23 Cl 0.46
24 H 0.02
25 H 0.03
26 C -0.99
27 Cl 0.48
28 Cl 0.47
29 H 0.03
30 H 0.01
31 C -1.06
32 Cl 0.48
33 Cl 0.53
34 H 0.03
35 H 0.02


Entry 7:
Below is C3H4OS in the gas phase at a distorted geometry, with properties calculated with wB97M-V/def2-TZVPD.

## Properties
* net charge: 0
* energy above the lowest of the compared OMol25 structures with the same formula, charge and spin: 28.7 kcal/mol
* 2S+1: 1
* largest force on an atom: 4.31 eV/A
* DFT total energy: -16056.8660 eV
* gap between HOMO and LUMO: 0.3736 hartree

The geometry in XYZ format:
```
9
C3H4OS (wB97M-V/def2-TZVPD)
C -2.33 0.61 0.20
C -1.12 0.03 0.55
C 0.04 -0.05 -0.40
O -2.91 1.58 -0.09
S -2.49 -1.13 -0.10
H -0.80 -0.22 1.62
H -0.34 0.09 -1.44
H 0.63 -0.95 -0.03
H 0.75 0.88 -0.37
```

How positive or negative is each atom? The Löwdin charges in e answer that:
1 C -0.79
2 C -0.51
3 C -0.14
4 O 0.11
5 S 0.88
6 H 0.15
7 H 0.09
8 H 0.10
9 H 0.11


Look up the 2S+1 of the sixth one.
1


2S+1 of number 6 (C7H13Cl15)?
1